No. 1
# C22H20ClN2NiO6S3Sb

C22H20ClN2NiO6S3Sb as an isolated structure (the ωB97M-V functional and the def2-TZVPD basis, the Open Molecules 2025 dataset).

The energy relative to the best compared isomer or geometry (same formula, charge and spin) comes out at 0.0 kJ/mol. The value obtained for the gap between HOMO and LUMO (alpha / beta) is 0.183 / 0.188 Ha. Its net charge is -1. As for the LUMO energy (alpha / beta): 0.0302 / 0.0303 Ha. The spin multiplicity is 4.

Cartesian coordinates (Å):
Ni -0.1704 -0.0050 -0.0725
S 3.3166 -2.9530 -1.8104
Sb 2.2004 -1.0842 -0.7775
S 4.0150 0.3233 -0.9290
S 0.4808 -0.4151 -2.3084
O -1.2308 -5.2560 5.3926
C -1.1651 -3.9831 5.8399
O -1.3870 -3.7462 6.9944
C -0.8200 -2.9278 4.8370
C -1.0637 -1.6040 5.1987
C -0.7788 -0.5755 4.3205
C -0.2384 -0.8668 3.0704
C 0.0010 -2.1866 2.6939
C -0.2806 -3.2075 3.5827
N 0.0775 0.1297 2.1225
C 0.4467 1.2923 2.4917
C 0.8599 2.2709 1.4716
C 1.3744 3.5110 1.8108
C 1.8139 4.3349 0.7809
C 1.7322 3.8861 -0.5227
C 1.2068 2.6230 -0.7766
N 0.7689 1.8488 0.2034
H -1.1137 -5.2806 4.4370
H -1.4890 -1.4030 6.1717
H -1.0124 0.4432 4.6018
H 0.4108 -2.3864 1.7157
H -0.0434 -4.2188 3.2713
H 0.5567 1.5873 3.5359
H 1.4415 3.8152 2.8463
H 2.2293 5.3090 1.0034
H 2.0888 4.4875 -1.3465
H 1.1478 2.1883 -1.7685
O -1.8619 1.1902 -0.6901
H -1.7029 0.9269 -1.6091
H -2.6021 0.6163 -0.3560
C -4.6955 -5.6596 0.5763
C -5.2614 -4.5870 -0.3084
C -5.8655 -4.9159 -1.5179
C -6.3808 -3.9248 -2.3314
Cl -7.1395 -4.3724 -3.8383
C -6.3119 -2.5895 -1.9750
C -5.7137 -2.2514 -0.7733
C -5.1962 -3.2408 0.0518
O -4.6552 -2.8881 1.2690
C -3.2450 -2.7406 1.2539
C -2.7237 -1.4675 0.5738
O -3.4799 -0.4912 0.4281
O -1.5119 -1.5453 0.2304
H -5.3136 -6.5566 0.5383
H -4.6362 -5.3195 1.6084
H -3.6895 -5.9395 0.2552
H -5.9393 -5.9516 -1.8233
H -6.7147 -1.8295 -2.6293
H -5.6162 -1.2235 -0.4546
H -2.7598 -3.6045 0.7910
H -2.9359 -2.6948 2.3017

Löwdin population analysis, charges in e, atoms 1 to 2:
1. Ni 0.151
2. S -0.151

=====

No. 2
# C22H20ClN5O

A single C22H20ClN5O molecule in a non-equilibrium geometry (the ωB97M-V functional and the def2-TZVPD basis, the Open Molecules 2025 dataset).

The energy relative to the best compared isomer or geometry (same formula, charge and spin) comes out at 357.0 kJ/mol. The value obtained for the gap between HOMO and LUMO is 0.310 Ha. Its SMILES is O=C(N1CCC(=C2c3ccc(Cl)cc3CCc3cccnc32)CC1)n1cncn1. As for the LUMO energy: 0.0142 Ha.

Cartesian coordinates (Å):
O -3.7310 3.5381 -0.4403
Cl -1.2845 -5.3713 3.5757
N -0.5606 4.6770 0.2060
N -1.5675 6.6948 -0.2354
N 2.8184 -0.0710 0.1612
C -2.5495 3.5199 -0.6692
C -0.4333 5.9583 0.2461
C -2.4743 5.8017 -0.5219
C 0.5296 -0.8161 0.2886
C -0.1510 0.4213 0.1456
C 4.0913 -0.1976 -0.1103
C 1.9103 -1.0463 -0.2631
C 4.5849 -1.4695 -0.5492
C -0.5519 -2.7804 3.1541
C -0.2269 -1.6932 2.3544
C 3.6936 -2.4358 -1.0431
C -0.6924 -4.2064 1.1865
C -0.9023 -4.0353 2.5278
C -0.0996 -1.8568 0.9424
C 2.3646 -2.2354 -0.9154
C -0.3018 -3.1196 0.3870
N -1.8502 4.5652 -0.3357
N -2.0780 2.2619 -0.8921
C 0.3172 1.5179 -0.7935
C -1.5244 0.5955 0.7157
C 1.4677 -3.3663 -1.3422
C -0.1034 -3.2461 -1.0487
C -0.8274 2.0242 -1.6757
C -2.5964 1.0937 -0.2819
H 0.4584 6.4399 0.6479
H -3.4578 6.1018 -0.8587
H 4.7982 0.6597 0.1838
H 5.5573 -1.9075 -0.6648
H -0.5167 -2.7213 4.2531
H -0.0526 -0.6913 2.7762
H 3.9910 -3.3938 -1.4732
H -1.0223 -5.0664 0.6684
H 0.7024 2.2674 -0.0603
H 1.1974 1.1922 -1.5186
H -1.3746 1.1316 1.6283
H -1.9610 -0.3406 1.0487
H 1.5516 -3.4182 -2.3538
H 1.8213 -4.3791 -0.9316
H -0.6096 -4.1883 -1.4546
H -0.5495 -2.3798 -1.5453
H -1.1084 1.3491 -2.4287
H -0.4175 2.9812 -2.0060
H -3.5168 1.2917 0.3790
H -2.7624 0.3493 -1.0631

Löwdin population analysis, charges in e, atoms 1 to 2:
1. O 0.088
2. Cl 0.649

=====

No. 3
# C22H20F2NO2

A 2-piece molecular cluster, C22H20F2NO2 overall in a non-equilibrium geometry (the ωB97M-V functional and the def2-TZVPD basis, the Open Molecules 2025 dataset).

The energy relative to the best compared isomer or geometry (same formula, charge and spin) comes out at 17.2 kJ/mol. The value obtained for the gap between HOMO and LUMO is 0.136 Ha. Its net charge is +1. As for the LUMO energy: -0.2268 Ha.

Cartesian coordinates (Å):
F 1.7670 1.0546 4.8875
C 1.6147 1.8448 3.7715
C 2.6925 2.6117 3.3421
C 2.5043 3.4117 2.2041
C 1.2951 3.4015 1.5307
C 0.1999 2.5742 1.9378
C -0.9779 2.5875 1.1405
C -2.2530 2.0168 1.4180
C -3.3514 2.3493 0.5589
C -4.6200 1.8275 0.7540
C -4.8778 0.9505 1.8185
C -3.8224 0.6442 2.6690
F -4.0425 -0.2190 3.7181
C -2.5408 1.1365 2.5051
C 0.3915 1.8102 3.1288
H 3.6422 2.5593 3.8606
H 3.3178 4.0469 1.8502
H 1.1514 4.0470 0.6620
H -0.9017 3.1452 0.2066
H -3.1640 3.0323 -0.2705
H -5.4313 2.0966 0.0782
H -5.8479 0.4901 1.9652
H -1.7819 0.8191 3.2057
H -0.3864 1.1873 3.5461
C 4.3995 4.1801 -2.1162
C 3.1853 4.9810 -1.6982
O 2.0335 4.1905 -2.1223
C 0.7915 4.7252 -1.9270
C -0.2171 3.8450 -2.4248
N -1.3701 4.3087 -3.0087
C -1.8176 5.6029 -2.8172
C -3.1166 5.9377 -3.1366
C -3.9902 4.9844 -3.6534
C -3.4779 3.7253 -3.9802
C -2.1623 3.4187 -3.7209
O 0.6254 5.8160 -1.3672
H 5.2860 4.4949 -1.5579
H 4.2466 3.1050 -1.9630
H 4.5886 4.3642 -3.1823
H 3.1664 5.1285 -0.6086
H 3.1753 5.9664 -2.1847
H 0.0545 2.8223 -2.6723
H -1.1386 6.2762 -2.3074
H -3.4255 6.9608 -2.9346
H -5.0421 5.2098 -3.7934
H -4.1083 2.9594 -4.4248
H -1.6927 2.4682 -3.9572

Löwdin population analysis, charges in e, atoms 1 to 2:
1. F 0.066
2. C -0.207